Below is a structure of composition C29H22N6O5PbTe, with properties calculated with wB97M-V/def2-TZVPD.

XYZ file:
```
64
Properties=species:S:1:pos:R:3
Pb -0.314 1.014 -1.008
N 0.931 2.403 3.141
C 0.588 1.434 2.291
N -0.604 1.179 1.854
C -1.613 2.080 2.194
N -2.760 2.107 1.597
N -2.767 1.257 0.499
C -3.839 0.637 0.253
C -3.871 -0.279 -0.914
C -5.055 -0.892 -1.297
C -5.039 -1.728 -2.404
C -3.853 -1.915 -3.088
C -2.713 -1.264 -2.628
N -2.716 -0.475 -1.561
C -1.343 3.094 3.224
C -2.331 3.945 3.724
C -2.006 4.933 4.626
C -0.680 5.098 5.035
C 0.309 4.269 4.555
C -0.034 3.265 3.651
H 1.909 2.628 3.256
H 1.412 0.814 1.952
H -4.732 0.751 0.869
H -5.966 -0.709 -0.744
H -5.947 -2.218 -2.731
H -3.799 -2.549 -3.962
H -1.759 -1.369 -3.134
H -3.345 3.811 3.377
H -2.773 5.590 5.009
H -0.424 5.882 5.735
H 1.339 4.393 4.861
O 5.502 2.391 -3.812
C 4.330 2.113 -3.193
C 3.995 2.653 -1.954
C 2.769 2.316 -1.416
N 1.939 1.480 -2.031
C 2.268 0.940 -3.204
C 3.454 1.246 -3.840
C 1.249 -0.040 -3.786
O 1.248 -0.226 -4.987
O 0.477 -0.572 -2.907
C 2.291 2.832 -0.060
O 3.107 3.349 0.691
O 1.055 2.630 0.175
H 6.020 2.997 -3.265
H 4.649 3.315 -1.404
H 3.681 0.821 -4.805
C -0.028 -2.965 -1.125
Te 1.377 -1.481 -0.555
C 1.425 -2.689 1.221
C 1.228 -4.086 0.690
C 1.766 -5.211 1.300
C 1.580 -6.467 0.741
C 0.859 -6.603 -0.436
C 0.324 -5.482 -1.055
C 0.503 -4.225 -0.497
H -0.104 -2.986 -2.208
H -0.989 -2.673 -0.696
H 0.605 -2.382 1.873
H 2.365 -2.575 1.757
H 2.341 -5.103 2.210
H 2.008 -7.337 1.218
H 0.725 -7.579 -0.880
H -0.225 -5.584 -1.983
```

For the largest force on an atom, the calculation gives 0.01111 hartree/bohr. The calculation puts the frontier orbital gap at 0.2877 Eh. The spin multiplicity is 1. The value obtained for the total energy is -62150.8267 eV.

Löwdin population analysis, charges in e, atoms 1 to 5: Pb 1.346; N 0.142; C -0.205; N 0.066; C -0.293